Molecular formula: C3H4N4O
Method: DFT, wB97M-V/def2-TZVPD

Element x y z (Å)
C (-0.21672, -0.51416, 0.71608)
C (-0.44892, -1.22392, -0.47035)
C (0.23985, 0.93084, -0.74994)
H (-0.33547, 0.55233, 2.83619)
H (-0.51102, -2.21541, -0.70701)
H (0.62386, -0.69289, -2.26296)
H (0.62705, 2.27042, -2.22972)
N (-0.36203, -0.43955, 3.09108)
N (-0.20308, -1.21441, 1.91383)
N (-0.22647, -0.20765, -1.37632)
N (0.83487, 1.94136, -1.27066)
O (-0.02195, 0.81303, 0.50976)

- Largest force on an atom: 0.1523 hartree/bohr
- DFT total energy: -410.79612 Ha
- Gap between HOMO and LUMO: 7.5 eV
- Charge: 0
- HOMO level: -8.58 eV
- LUMO: -1.06 eV
- Energy relative to the best compared isomer or geometry (same formula, charge and spin): 130.0 kcal/mol

The molecule's natural (NBO) atomic charges, reported in e, are given here: C 0.291; C -0.018; C 0.669; H 0.298; H 0.235; H 0.415; H 0.380; N -0.330; N -0.157; N -0.584; N -0.775; O -0.424